{"formula": "C9H18O3S", "method": "ωB97M-V/def2-TZVPD", "elements": ["C", "C", "C", "C", "C", "C", "C", "C", "C", "O", "S", "O", "O", "H", "H", "H", "H", "H", "H", "H", "H", "H", "H", "H", "H", "H", "H", "H", "H", "H", "H"], "positions_angstrom": [[-1.97803, -3.24603, 1.02723], [-1.94739, -1.71942, 1.20986], [-1.47209, -1.38202, 2.62218], [-1.16692, -1.00516, 0.07548], [0.09782, -0.24153, 0.47238], [0.58916, 0.67855, -0.66821], [2.10046, 0.64038, -0.89406], [2.59719, 1.79159, -1.79628], [1.46101, 2.55979, -2.43210], [0.60784, 3.21635, -1.46723], [0.16546, 2.35815, -0.19767], [1.00348, 2.72913, 0.90207], [-1.25092, 2.48693, -0.07173], [-2.91517, -3.65933, 1.39836], [-1.15944, -3.72356, 1.56566], [-1.91015, -3.52497, -0.02372], [-2.98259, -1.37877, 1.15029], [-1.42864, -0.30956, 2.80063], [-0.49455, -1.82137, 2.82162], [-2.17470, -1.79004, 3.34900], [-1.83440, -0.33029, -0.45928], [-0.85972, -1.76192, -0.65089], [-0.06393, 0.35733, 1.36244], [0.90958, -0.94161, 0.66748], [0.03291, 0.48570, -1.58488], [2.37901, -0.32999, -1.30072], [2.56059, 0.73916, 0.08748], [3.20409, 1.39953, -2.61409], [3.23903, 2.46238, -1.22909], [1.84011, 3.35543, -3.06691], [0.85092, 1.90518, -3.05529]], "de_lowest_kcal_mol": 0.0, "smiles": "CC(C)CC[C@@H]1CCCOS1(=O)=O", "e_lumo_ev": 0.7, "total_energy_ev": -26602.276, "max_force_ha_per_bohr": 0.011}

---

{"formula": "C9H18PtS4", "method": "ωB97M-V/def2-TZVPD", "elements": ["Pt", "C", "C", "S", "C", "C", "S", "C", "C", "S", "C", "C", "S", "H", "H", "H", "H", "H", "H", "H", "H", "H", "H", "H", "H", "H", "H", "H", "H", "C", "H", "H"], "positions_angstrom": [[0.82615, -0.49395, -2.01435], [-0.00468, -2.73894, 0.71710], [0.88759, -1.68526, 1.36688], [2.10483, -0.87174, 0.27275], [1.87412, 0.84835, 0.80552], [2.27354, 1.82870, -0.28769], [1.20085, 1.80884, -1.74475], [-0.15254, 2.92103, -1.22794], [-1.18526, 2.46062, -0.19891], [-2.06071, 0.97511, -0.72235], [-2.27635, 0.13508, 0.86758], [-2.45313, -1.37937, 0.68942], [-1.27999, -2.16177, -0.42510], [-0.50195, -3.29554, 1.51480], [0.59399, -3.44991, 0.14603], [1.45836, -2.16311, 2.16554], [0.28141, -0.90411, 1.82041], [2.48315, 1.03986, 1.69153], [0.82650, 0.95959, 1.06977], [3.26024, 1.57470, -0.67869], [2.32564, 2.84490, 0.10860], [-0.64916, 3.16822, -2.16757], [0.33404, 3.82952, -0.86726], [-1.90101, 3.27162, -0.05547], [-0.70963, 2.27373, 0.76321], [-3.14708, 0.55300, 1.37506], [-1.39819, 0.34509, 1.47949], [-3.43299, -1.58025, 0.25339], [-2.40257, -1.87651, 1.65991], [0.88970, -2.38950, -2.61360], [1.61985, -3.12885, -2.28306], [0.31528, -2.71915, -3.48022]], "de_lowest_kcal_mol": 0.0, "spin_multiplicity": 3, "e_lumo_ev": [0.4, 0.1], "total_energy_ev": -56209.416, "max_force_ha_per_bohr": 0.015}

---

{"formula": "C9H19BN", "method": "ωB97M-V/def2-TZVPD", "elements": ["B", "C", "C", "C", "C", "C", "C", "C", "C", "C", "N", "H", "H", "H", "H", "H", "H", "H", "H", "H", "H", "H", "H", "H", "H", "H", "H", "H", "H", "H"], "positions_angstrom": [[-2.27333, -0.50204, -0.01601], [2.18658, 0.12897, 1.23952], [0.68808, 0.62244, -1.04043], [-0.25830, 0.77241, 0.13316], [1.04581, 0.14709, 0.32302], [-3.39510, 0.10792, 0.82715], [-2.10565, -1.80615, -0.81662], [1.42921, 1.77266, -1.68181], [-0.57964, 2.07540, 0.80216], [2.25285, -2.04871, -0.07313], [1.55235, -1.13833, 0.82205], [3.19150, 0.28698, 0.87058], [2.04362, 0.41381, 2.27379], [0.43429, -0.15526, -1.75468], [-4.24628, -0.56105, 0.95102], [-3.76897, 1.01866, 0.35884], [-3.06271, 0.41367, 1.81886], [-3.01757, -2.06269, -1.35505], [-1.93282, -2.62758, -0.11848], [-1.28865, -1.81672, -1.53451], [0.79719, 2.22797, -2.44016], [2.34039, 1.42278, -2.16427], [1.69073, 2.53404, -0.95199], [-1.32004, 2.61812, 0.22180], [0.30387, 2.70656, 0.90764], [-0.98727, 1.89601, 1.79546], [1.52825, -2.58880, -0.68731], [2.90465, -1.47476, -0.72974], [2.85221, -2.76295, 0.49358], [0.99474, -1.62045, 1.52555]], "de_lowest_kcal_mol": 0.0, "total_charge": 1, "e_lumo_ev": -2.8, "total_energy_ev": -11797.717, "max_force_ha_per_bohr": 0.065}

---

{"formula": "C9H19ClHoINO3P", "method": "ωB97M-V/def2-TZVPD", "elements": ["C", "C", "H", "H", "H", "O", "I", "Ho", "P", "C", "C", "H", "H", "H", "C", "H", "H", "H", "H", "H", "H", "C", "O", "Cl", "C", "N", "C", "C", "O", "H", "H", "H", "H", "H", "H", "H"], "positions_angstrom": [[-0.44328, -0.90776, -1.38062], [0.68900, -0.35905, -2.26788], [-0.89043, -1.75426, -1.89836], [-1.27797, -0.16314, -1.25827], [-0.05191, -1.33906, -0.43027], [1.87696, -0.67670, -2.17095], [1.18230, 2.08019, -0.55424], [-0.96089, 0.47864, 1.05673], [0.05096, 0.65297, -3.69267], [1.46195, 1.60172, -4.26494], [-0.55214, -0.48004, -4.95185], [-2.22526, 1.12402, -2.98302], [-1.58111, 2.30171, -4.15367], [-1.10001, 2.39636, -2.43153], [-1.33967, 1.71131, -3.25732], [-1.51850, -0.91138, -4.66837], [-0.68442, 0.05048, -5.89812], [1.25210, 1.94723, -5.29098], [2.37061, 0.97321, -4.25190], [0.16439, -1.29120, -5.11184], [1.60500, 2.45923, -3.59180], [1.39630, -0.68809, 1.26122], [2.43831, -1.12604, 1.47280], [-3.29871, 0.86011, 0.51085], [-1.15907, -1.19146, 5.21032], [0.14262, -0.58502, 4.95176], [1.30979, -1.02014, 5.72261], [0.27937, 0.21034, 3.91911], [-0.70921, 0.41785, 3.12036], [-1.09007, -1.73516, 6.15380], [-1.42936, -1.89864, 4.41946], [-1.93174, -0.41267, 5.28495], [1.88113, -1.78381, 5.17000], [1.95211, -0.15343, 5.91813], [0.93904, -1.45642, 6.64996], [1.25185, 0.66812, 3.68657]], "spin_multiplicity": 5, "total_charge": 2, "e_lumo_ev": [-7.3, -7.2], "total_energy_ev": -72971.857, "max_force_ha_per_bohr": 0.084}

---

{"formula": "C9H19FN5", "method": "ωB97M-V/def2-TZVPD", "elements": ["C", "C", "C", "C", "C", "C", "C", "C", "C", "N", "N", "N", "N", "N", "F", "H", "H", "H", "H", "H", "H", "H", "H", "H", "H", "H", "H", "H", "H", "H", "H", "H", "H", "H"], "positions_angstrom": [[-3.01552, 0.05640, 0.00686], [-1.73043, 0.43238, -0.73544], [-1.90129, -2.13846, 0.69326], [-2.65244, -0.87107, 1.14069], [0.91699, 0.63269, 1.32307], [-0.79650, -0.69808, -0.97550], [0.11200, -0.73266, -2.15484], [2.44194, 3.24407, -0.36077], [2.63733, -1.03589, 1.02341], [2.36987, 0.84519, -0.33758], [-0.95380, -1.90449, -0.40587], [0.71681, 2.00827, 0.80812], [1.63641, 2.08118, -0.31411], [1.90390, 0.13306, 0.61414], [-1.85481, -0.20954, 2.04138], [-3.40369, 0.92893, 0.41804], [-3.72942, -0.54710, -0.69473], [-2.11634, 0.87530, -1.67841], [-1.27692, 1.32322, -0.17514], [-1.37084, -2.75658, 1.54506], [-2.72042, -2.69705, 0.31375], [-3.33593, -1.24026, 1.83656], [0.44216, 0.28646, 2.15267], [-0.29690, 0.03917, -2.82019], [0.14713, -1.75710, -2.53627], [1.16872, -0.42947, -2.12337], [1.85076, 4.06328, -0.88587], [2.73779, 3.61512, 0.62554], [3.36814, 2.99493, -0.83205], [2.72589, -0.99294, 2.06828], [3.49381, -1.07338, 0.46366], [2.09178, -2.06269, 0.84928], [-0.22790, -2.59285, -0.49369], [0.98819, 2.72675, 1.51516]], "de_lowest_kcal_mol": 0.0, "total_charge": 1, "e_lumo_ev": [-3.9, -3.9], "total_energy_ev": -19797.215, "max_force_ha_per_bohr": 0.086}

---

{"formula": "C9H19N3O5S", "method": "ωB97M-V/def2-TZVPD", "elements": ["N", "C", "O", "C", "C", "N", "C", "O", "O", "H", "H", "H", "H", "H", "H", "H", "H", "C", "S", "C", "C", "C", "N", "C", "O", "O", "H", "H", "H", "H", "H", "H", "H", "H", "H", "H", "H"], "positions_angstrom": [[0.77616, -3.78624, 3.66592], [0.41016, -2.91241, 2.71317], [0.25911, -3.42369, 1.61079], [0.13336, -1.43569, 3.02133], [-0.11463, -0.49065, 1.82667], [-0.03718, 0.89360, 2.31696], [-1.46563, -0.77133, 1.16551], [-2.31633, 0.10290, 1.04163], [-1.56416, -2.01178, 0.63582], [0.82370, -3.59171, 4.62668], [0.75636, -4.75020, 3.37737], [0.80535, -0.88396, 3.67359], [-0.76819, -1.48708, 3.56612], [0.62428, -0.64044, 1.04819], [-0.77628, 1.12042, 2.89236], [-0.01724, 1.51983, 1.52304], [-0.70715, -2.52582, 0.89966], [-2.31600, 0.90361, -0.83385], [-1.97125, 1.92129, -2.29155], [-0.84411, 0.77682, -3.19047], [0.33372, 0.29677, -2.33779], [1.18467, 1.49924, -1.77630], [1.52277, 2.54317, -2.75836], [2.43791, 1.16696, -0.91566], [2.50856, 0.18325, -0.21163], [3.39090, 2.13026, -0.88342], [-2.62496, -0.07925, -1.17635], [-3.18540, 1.33146, -0.37785], [-1.42620, 0.98538, -0.29705], [-1.43837, -0.01032, -3.57099], [-0.44033, 1.31067, -4.01951], [0.92003, -0.26314, -2.95474], [0.03399, -0.38677, -1.49535], [0.55563, 1.95486, -1.04744], [1.79433, 2.15449, -3.65189], [0.81430, 3.17010, -2.87391], [3.18246, 2.72962, -1.63000]], "de_lowest_kcal_mol": 0.0, "smiles": "NC(=O)C[C@H](N)C(=O)O.CSCC[C@H](N)C(=O)O", "e_lumo_ev": 0.5, "total_energy_ev": -35183.984, "max_force_ha_per_bohr": 0.099}